C26H47Cl3N3O4SiTl as an isolated structure at a distorted geometry, computed with ωB97M-V with the def2-TZVPD basis set.

Summary:
- frontier orbital gap (spin up / spin down) (eV) = 8.0 / 4.9
- E_LUMO (spin up / spin down) (eV) = -0.32 / -2.96

```
! wB97M-V def2-TZVPD RIJCOSX def2/J DEFGRID3
* xyz 0 1
C -1.849 -2.174 -4.261
C -1.235 -2.934 -3.082
H -1.922 -2.773 -5.168
H -1.187 -1.316 -4.432
H -2.861 -1.795 -4.061
C -0.843 -4.255 -3.133
C -0.649 -5.020 -4.385
H -0.597 -4.762 -2.198
H -0.428 -4.355 -5.229
H -1.487 -5.672 -4.659
H 0.210 -5.679 -4.239
Tl 0.360 1.885 0.400
Cl -2.304 1.132 0.842
Cl 1.223 3.963 -1.247
H 1.181 5.621 3.832
H -1.424 6.651 2.766
C 1.200 5.299 2.780
C -0.979 6.120 1.901
N -0.136 4.989 2.284
H 1.793 4.388 2.713
C -0.697 3.763 2.545
O -0.097 2.804 3.086
H -1.805 5.754 1.282
H -1.738 3.645 2.160
H 1.654 6.081 2.161
H -0.415 6.872 1.326
H 2.077 -1.259 -3.597
H 2.334 -3.559 -2.043
C 2.969 -0.969 -3.024
C 3.180 -3.000 -1.617
N 2.943 -1.572 -1.700
H 2.977 0.116 -2.916
C 2.813 -0.799 -0.588
O 2.631 0.425 -0.605
H 3.293 -3.285 -0.562
H 2.903 -1.394 0.346
H 3.864 -1.321 -3.553
H 4.100 -3.267 -2.162
O -0.124 -1.832 -2.529
C -1.235 -2.163 -1.754
C 0.144 -3.316 0.050
C -1.100 -2.926 -0.457
H 1.024 -2.820 -0.380
C 0.232 -4.251 1.094
H -1.961 -1.332 -1.689
C -2.261 -3.284 0.267
H 1.214 -4.648 1.393
C -0.937 -4.673 1.752
C -2.179 -4.155 1.359
H -3.229 -2.852 -0.014
H -0.884 -5.381 2.587
H -3.087 -4.448 1.902
Si -0.131 3.091 -3.118
Cl -0.191 1.033 -2.380
C 1.381 3.944 -4.013
C -1.541 4.092 -2.337
C -1.117 3.172 -4.800
H 2.338 3.454 -3.790
H 1.453 5.005 -3.719
H 1.266 3.941 -5.103
H -0.626 2.659 -5.627
H -1.266 4.218 -5.111
H -2.113 2.735 -4.693
H -1.988 3.543 -1.501
H -2.337 4.297 -3.064
H -1.211 5.075 -1.987
O 0.523 -0.606 1.644
C 0.016 -0.799 2.769
C 0.694 -1.756 3.733
C 1.444 -1.000 4.825
C 0.510 -0.569 5.953
C -0.507 0.490 5.530
C -1.580 -0.039 4.556
N -1.122 -0.222 3.197
H -0.071 -2.416 4.164
H 1.388 -2.376 3.154
H 2.214 -1.663 5.240
H 1.955 -0.124 4.392
H -0.033 -1.445 6.331
H 1.107 -0.168 6.780
H -1.034 0.850 6.429
H -0.010 1.355 5.062
H -1.993 -0.984 4.964
H -2.399 0.695 4.523
H -1.691 0.248 2.457
*
```

---

One molecule with the formula C8H9O2P at a distorted geometry, computed with ωB97M-V with the def2-TZVPD basis set.

Summary:
- frontier orbital gap (eV) = 9.0
- energy relative to the best compared isomer or geometry (same formula, charge and spin) (eV) = 2.301
- E_LUMO (eV) = 0.55
- SMILES = c1coc(/P=C2/CCCO2)c1

```
! wB97M-V def2-TZVPD RIJCOSX def2/J DEFGRID3
* xyz 0 1
C 4.108 1.016 -0.369
C 4.177 0.289 0.792
O 3.209 -0.603 0.873
C 2.477 -0.544 -0.293
P 1.220 -1.824 -0.936
C -0.201 -1.168 -0.445
C -1.674 -1.431 -0.523
C -2.343 -0.865 0.723
C -1.476 0.426 0.909
O -0.205 0.203 0.348
C 2.979 0.480 -1.064
H 4.603 1.807 -0.912
H 4.763 0.370 1.592
H -1.912 -0.792 -1.323
H -1.928 -2.537 -0.674
H -3.405 -0.609 0.644
H -2.262 -1.422 1.690
H -1.921 1.408 0.360
H -1.457 0.815 1.993
H 2.527 0.830 -2.001
*
```

---

An isolated ion of composition C3H9NS and charge -1 at a distorted geometry, computed with ωB97M-V with the def2-TZVPD basis set.

Summary:
- frontier orbital gap (spin up / spin down) (eV) = 2.5 / 8.3
- energy relative to the best compared isomer or geometry (same formula, charge and spin) (eV) = 1.627
- E_LUMO (spin up / spin down) (eV) = 3.53 / 3.51

```
! wB97M-V def2-TZVPD RIJCOSX def2/J DEFGRID3
* xyz -1 2
C 1.474 0.671 -1.523
N 0.959 -0.296 -0.544
C -0.383 0.046 -0.065
C -0.771 -0.807 1.159
S -2.565 -1.039 1.264
H 0.668 1.335 -1.837
H 2.321 1.221 -1.129
H 1.814 0.147 -2.412
H 1.578 -0.326 0.255
H -1.102 -0.183 -0.862
H -0.460 1.097 0.232
H -0.592 -0.181 2.031
H -0.164 -1.697 1.275
H -2.777 0.011 2.155
*
```